*1*
Entry from OMol25: an isolated ion of composition C2H4NO4S and charge -1 (ωB97M-V/def2-TZVPD).

Cartesian coordinates (Å):
O -1.97 -0.70 1.17
S -1.65 -0.31 -0.18
O -2.05 1.07 -0.54
O -1.89 -1.35 -1.22
C 0.21 -0.26 -0.08
C 0.92 0.64 0.88
O 1.98 0.77 -0.18
N 0.98 0.22 -1.18
H 0.39 -1.37 0.26
H 0.49 1.73 0.99
H 1.23 0.09 1.85
H 1.36 -0.52 -1.76

Calculated values
Total charge: -1
SMILES: O=S(=O)([O-])[C@@H]1CON1
Molecular weight, g mol⁻¹: 138.1
Orbital gap, eV: 8.9
Highest occupied orbital energy, eV: -5.14

Löwdin atomic charge list, values in e, 2 entries: number 1, O, carries -0.3828; number 2, S, carries 0.4188



*2*
Entry from OMol25: an isolated ion of composition C2H4NO4S and charge -1 (ωB97M-V/def2-TZVPD).

Cartesian coordinates (Å):
C -1.66 0.28 -0.29
C -0.63 -0.30 0.70
N 2.35 1.15 0.39
O -0.68 -1.69 1.05
O 2.35 0.15 -0.44
O 3.02 2.09 0.02
O 0.56 -1.69 -1.25
S 0.84 -1.23 0.10
H -1.76 -0.55 -1.12
H -1.34 1.31 -0.76
H -2.78 0.35 -0.05
H -0.26 0.15 1.65

Calculated values
Total charge: -1
Molecular weight, g mol⁻¹: 138.1
Orbital gap, eV: 8.7
Highest occupied orbital energy, eV: -4.79

Löwdin atomic charge list, values in e, 2 entries: number 1, C, carries -0.1091; number 2, C, carries -0.5640



Ranked by calculated energy, most stable first: *1*, *2*.



*1*
Entry from OMol25: a 2-piece molecular cluster, C2H2FNO2 overall (ωB97M-V/def2-TZVPD).

Cartesian coordinates (Å):
O -2.44 -3.21 0.02
C -2.00 -2.15 0.31
C -1.46 -1.01 0.68
F -1.12 0.02 -0.14
H -0.98 -0.87 1.60
N 2.17 0.44 0.35
O 2.88 1.19 -0.21
H 1.48 0.05 -0.23

Calculated values
Total charge: 0
SMILES: O=C=CF.N=O
Molecular weight, g mol⁻¹: 91.0
Orbital gap, eV: 8.9
Highest occupied orbital energy, eV: -9.36

Löwdin atomic charge list, values in e, 2 entries: number 1, O, carries 0.1774; number 2, C, carries -0.1210



*2*
Entry from OMol25: a 3-piece molecular cluster, C2H2FNO2 overall (ωB97M-V/def2-TZVPD).

Cartesian coordinates (Å):
C -0.22 -0.58 -0.37
C 2.41 0.67 0.37
N 0.34 -1.36 0.33
O -0.96 0.14 -0.90
O 3.28 1.22 -0.15
F -3.23 1.12 0.49
H -2.71 0.84 -0.20
H 1.10 -2.06 0.43

Calculated values
Total charge: 0
Molecular weight, g mol⁻¹: 91.0
Orbital gap, eV: 12.0
Highest occupied orbital energy, eV: -11.42

Löwdin atomic charge list, values in e, 2 entries: number 1, C, carries -0.4566; number 2, C, carries 0.0365



Ranked by calculated energy, most stable first: *2*, *1*.



*1*
Entry from OMol25: one molecule with the formula C23H27N3O2 (ωB97M-V/def2-TZVPD).

Cartesian coordinates (Å):
C -2.22 2.40 -2.73
C -1.69 3.38 -3.77
C -0.68 4.39 -3.21
C 0.67 3.77 -2.81
N 0.61 3.04 -1.57
N 0.78 1.71 -1.57
C 0.69 1.35 -0.29
C 0.78 0.05 0.25
C 0.66 -0.10 1.60
C 0.77 -1.43 2.27
O 1.22 -1.56 3.40
N 0.31 -2.47 1.54
C 0.39 -3.84 1.99
C -1.00 -4.49 2.20
C -0.81 -5.97 1.83
C 0.37 -5.95 0.90
C 0.81 -6.93 0.03
C 1.93 -6.69 -0.74
C 2.61 -5.49 -0.64
C 2.18 -4.50 0.23
C 1.05 -4.75 1.00
C 0.45 1.02 2.44
C 0.34 2.29 1.95
C 0.45 2.48 0.56
C 0.42 3.55 -0.35
O 0.28 4.90 -0.26
C -0.16 5.45 0.97
C -1.62 5.13 1.26
H -1.44 1.72 -2.41
H -2.61 2.93 -1.87
H -3.03 1.81 -3.16
H -1.22 2.83 -4.59
H -2.52 3.95 -4.19
H -0.47 5.14 -3.97
H -1.10 4.90 -2.35
H 1.02 3.07 -3.57
H 1.40 4.58 -2.69
H 0.99 -0.77 -0.42
H -0.08 -2.31 0.63
H 0.95 -3.81 2.93
H -1.71 -4.03 1.51
H -1.37 -4.36 3.21
H -0.56 -6.56 2.72
H -1.70 -6.41 1.38
H 0.28 -7.87 -0.05
H 2.28 -7.45 -1.43
H 3.49 -5.31 -1.25
H 2.70 -3.56 0.32
H 0.38 0.84 3.50
H 0.18 3.12 2.62
H -0.02 6.52 0.85
H 0.49 5.10 1.79
H -1.92 5.60 2.19
H -2.25 5.50 0.46
H -1.77 4.05 1.34

Calculated values
Total charge: 0
SMILES: CCCCn1nc2cc(C(=O)N[C@H]3CCc4ccccc43)ccc2c1OCC
Molecular weight, g mol⁻¹: 377.5
Orbital gap, eV: 8.3
Highest occupied orbital energy, eV: -7.73

Löwdin atomic charge list, values in e, 2 entries: number 1, C, carries -0.1033; number 2, C, carries -0.2541



*2*
Entry from OMol25: one molecule with the formula C23H27N3O2 (ωB97M-V/def2-TZVPD).

Cartesian coordinates (Å):
O -0.58 -1.60 -2.36
C -0.94 -1.17 -1.29
N -0.81 -1.84 -0.13
C -0.08 -3.09 -0.04
C 1.38 -2.83 0.23
C 2.25 -2.50 -0.81
C 3.56 -2.19 -0.52
C 3.96 -2.21 0.81
N 3.15 -2.52 1.81
C 1.90 -2.82 1.52
C -1.64 0.19 -1.13
C -2.99 0.02 -0.52
C -4.09 -0.70 -0.96
C -5.23 -0.69 -0.18
C -5.28 0.00 1.02
C -4.18 0.72 1.47
C -3.04 0.72 0.69
C -1.74 1.40 0.89
O -1.39 2.11 1.81
N -0.97 1.06 -0.19
C 0.38 1.59 -0.33
C 0.76 1.76 -1.80
C 2.20 2.21 -2.06
C 2.70 3.39 -1.22
C 3.44 3.03 0.08
C 2.56 2.89 1.33
C 2.03 1.49 1.63
C 1.41 0.74 0.45
H -1.07 -1.38 0.74
H -0.19 -3.60 -1.00
H -0.52 -3.70 0.76
H 1.88 -2.49 -1.83
H 4.26 -1.93 -1.30
H 4.98 -1.97 1.09
H 1.28 -3.06 2.37
H -1.69 0.64 -2.13
H -4.05 -1.24 -1.90
H -6.10 -1.25 -0.51
H -6.18 -0.01 1.61
H -4.20 1.27 2.40
H 0.33 2.58 0.14
H 0.62 0.81 -2.32
H 0.07 2.49 -2.24
H 2.88 1.37 -1.92
H 2.25 2.48 -3.11
H 1.88 4.07 -1.00
H 3.41 3.94 -1.85
H 4.02 2.12 -0.07
H 4.15 3.83 0.27
H 1.73 3.60 1.27
H 3.15 3.19 2.20
H 2.85 0.87 2.02
H 1.28 1.58 2.42
H 2.19 0.39 -0.22
H 0.92 -0.15 0.85

Calculated values
Total charge: 0
SMILES: O=C(NCc1cccnc1)[C@H]1c2ccccc2C(=O)N1C1CCCCCCC1
Molecular weight, g mol⁻¹: 377.5
Orbital gap, eV: 9.8
Highest occupied orbital energy, eV: -9.19

Löwdin atomic charge list, values in e, 2 entries: number 1, O, carries 0.0771; number 2, C, carries -0.4456



Ranked by calculated energy, most stable first: *2*, *1*.



*1*
Entry from OMol25: a 6-piece molecular cluster, C2H16NO5 overall (ωB97M-V/def2-TZVPD).

Cartesian coordinates (Å):
C -0.87 0.10 -2.47
C 1.34 -0.64 -1.89
N 0.19 -0.27 -1.51
H -1.80 0.36 -1.94
H -1.22 -0.77 -2.99
H -0.61 1.02 -2.96
H 1.47 -0.31 -2.94
H 2.03 -1.21 -1.28
H -0.17 -0.35 -0.56
H 1.68 -0.01 0.87
H 1.55 -1.41 1.45
O 1.50 -0.93 0.61
H -2.39 -0.07 1.67
H -1.65 1.28 1.88
O -2.02 0.52 2.34
H 0.05 -0.01 2.90
H 1.07 1.29 3.12
O 0.64 0.65 2.55
H -3.60 -1.20 -0.48
H -2.74 -2.34 0.19
O -2.71 -1.47 -0.22
H 3.34 1.73 0.02
H 2.29 2.44 0.99
O 2.63 1.60 0.65

Calculated values
Total charge: +1
Molecular weight, g mol⁻¹: 134.2
Orbital gap, eV: 9.7
Highest occupied orbital energy, eV: -13.94

Löwdin atomic charge list, values in e, 2 entries: number 1, C, carries -0.0142; number 2, C, carries 0.1582



*2*
Entry from OMol25: a 6-piece molecular cluster, C2H16NO5 overall (ωB97M-V/def2-TZVPD).

Cartesian coordinates (Å):
C 0.09 -1.02 -2.07
C -1.61 0.39 -0.92
N -0.65 -0.43 -0.97
H -0.47 -1.48 -2.89
H 0.79 -1.68 -1.56
H 0.59 -0.31 -2.74
H -2.10 1.08 -1.60
H -2.14 0.34 0.02
H -0.41 -0.88 -0.09
H 1.48 -1.58 2.45
H 2.13 -1.24 1.10
O 1.42 -1.74 1.50
H 0.58 2.24 -3.22
H -0.67 2.36 -2.38
O 0.24 2.06 -2.34
H -0.21 2.35 0.60
H -0.80 2.10 1.97
O -0.87 1.82 1.05
H -0.76 -2.53 1.51
H -2.05 -2.21 1.92
O -1.59 -2.26 1.07
H 2.45 1.81 2.08
H 3.22 0.52 1.88
O 2.32 0.87 1.95

Calculated values
Total charge: +1
Molecular weight, g mol⁻¹: 134.2
Orbital gap, eV: 11.0
Highest occupied orbital energy, eV: -14.82

Löwdin atomic charge list, values in e, 2 entries: number 1, C, carries -0.0029; number 2, C, carries 0.1128



Ranked by calculated energy, most stable first: *1*, *2*.